No. 1
DFT (ωB97M-V/def2-TZVPD) results for a molecular structure, C15H50BNO21 in a non-equilibrium geometry.

XYZ file:
```
88
Properties=species:S:1:pos:R:3:mulliken_charge:R:1
C -20.98312 -9.89693 51.92607 -1.069
C -21.51630 -9.76646 50.54978 -0.759
C -22.35453 -8.47344 50.18235 -0.696
C -22.76419 -8.32203 48.78096 -0.570
N -23.55481 -7.14008 48.45268 0.660
C -23.19535 -5.92762 49.22313 -1.317
C -23.81644 -5.71598 50.53558 -0.706
C -25.09888 -6.61839 50.22917 -0.564
C -24.98264 -7.18583 48.86147 -0.774
C -23.43592 -6.78752 46.90209 -1.581
C -23.80534 -7.99755 46.01450 -1.498
C -23.16757 -7.82645 44.67019 -1.128
H -21.91067 -10.21087 52.53419 0.284
H -20.62194 -8.77805 52.35496 0.202
H -20.08387 -10.59586 51.92090 0.355
H -21.97173 -10.63089 50.13890 0.486
H -20.52071 -9.71308 49.98617 0.329
H -21.74620 -7.70510 50.52019 0.544
H -23.08331 -8.54019 50.98465 0.206
H -23.30141 -9.22350 48.60435 0.412
H -21.89198 -8.45779 48.11108 0.400
H -23.45613 -5.07413 48.72570 0.591
H -22.22118 -5.65368 49.39940 0.582
H -24.06264 -4.71685 50.80222 0.340
H -23.21126 -6.00289 51.32024 0.341
H -26.10618 -6.07626 50.43094 0.378
H -25.22557 -7.40842 51.18846 0.269
H -25.56679 -6.62565 48.25502 0.674
H -25.41827 -8.17310 49.02984 0.262
H -22.53459 -6.46611 46.77329 0.971
H -23.94977 -5.87660 46.57469 0.573
H -24.73462 -8.08077 46.12913 1.055
H -23.62240 -8.80093 46.51206 0.923
H -22.00282 -7.95967 44.73657 0.061
H -23.31144 -6.90933 44.25584 0.618
H -23.70582 -8.46734 43.78878 0.146
O -20.65199 -9.43926 42.94897 -0.761
C -21.05137 -9.74696 41.85585 0.453
O -21.65442 -8.89935 41.10137 0.125
B -21.90462 -9.54528 39.81623 1.220
O -21.19393 -10.83181 39.84325 -0.896
C -20.75549 -10.90945 41.05574 0.420
O -20.44417 -11.98085 41.48529 -0.586
O -21.48336 -8.72533 38.73068 0.157
C -22.36536 -8.65858 37.91843 0.244
O -22.27426 -8.19385 36.75445 -0.768
C -23.55870 -9.16883 38.57500 0.704
O -23.34649 -9.61652 39.67850 -0.418
O -24.72349 -8.81535 38.27990 -0.771
O -24.86830 -8.24179 41.70602 -0.738
H -25.63857 -8.24186 40.91447 0.404
H -24.16105 -8.06787 41.13467 0.203
O -22.37002 -5.71121 41.23718 -0.639
H -21.71817 -6.24559 41.83542 0.395
H -22.12740 -4.88526 41.45958 0.250
O -22.20449 -14.02183 40.07744 -0.680
H -21.77052 -13.18545 40.19862 0.353
H -22.48640 -14.27988 40.95267 0.305
O -26.49773 -10.14257 36.30425 -0.649
H -26.94602 -10.72351 36.83701 0.270
H -26.05489 -9.44215 36.83121 0.405
O -18.26566 -13.64150 41.29762 -0.622
H -18.74907 -14.42691 41.58536 0.302
H -18.93392 -13.04041 41.57610 0.426
O -20.29782 -12.60565 44.77052 -0.652
H -19.43462 -12.17339 44.60005 0.341
H -20.87563 -12.26064 43.97101 0.300
O -23.30100 -5.97553 38.74777 -0.556
H -24.15481 -6.03702 39.00299 0.266
H -22.77241 -6.02360 39.54186 0.382
O -18.96476 -10.30510 37.92245 -0.588
H -19.97051 -10.67658 37.61505 0.310
H -18.66756 -10.15707 37.06803 0.270
O -20.40029 -6.51065 42.96437 -0.683
H -20.17564 -7.49639 42.94612 0.300
H -20.21191 -6.17646 43.84003 0.249
O -20.29389 -6.29430 37.24576 -0.694
H -19.68696 -6.60260 37.85925 0.260
H -21.08957 -6.88684 37.11963 0.292
O -26.95085 -8.86506 40.00470 -0.649
H -26.32044 -9.20036 39.42771 0.440
H -27.54330 -9.60231 40.37566 0.308
O -18.32271 -10.25969 44.09295 -0.635
H -17.74269 -9.90775 43.47284 0.296
H -19.15364 -10.02016 43.80935 0.433
O -24.94214 -7.71196 35.23027 -0.648
H -24.80060 -6.74458 35.53401 0.344
H -24.52511 -7.97196 36.06302 0.204
```

- energy (eV) = -61525.8611
- relative energy (zero: lowest compared OMol25 entry of this formula, charge and spin) (kcal/mol) = 28.3
- gap between HOMO and LUMO (eV) = 8.5
- largest force on an atom (eV/A) = 10.0
- net charge = 0
- HOMO energy (eV) = -9.5


No. 2
DFT (ωB97M-V/def2-TZVPD) results for 2 unconnected molecules or ions with the total composition C4H10N3O in a non-equilibrium geometry.

XYZ file:
```
18
Properties=species:S:1:pos:R:3:mulliken_charge:R:1
C -2.28875 0.15634 0.13094 0.533
C 1.12517 -0.97229 -0.78143 -0.944
C 1.19685 0.41748 1.18789 -1.461
C 1.03852 0.37942 -0.27507 0.892
N -2.12542 -0.96640 0.61136 -0.411
N -2.32138 1.33493 -0.01318 -0.372
N 0.67503 1.36923 -1.04142 -0.242
O -1.52139 -2.02481 -0.05958 -0.335
H 1.29137 -0.98170 -1.91374 0.390
H 2.05916 -1.53148 -0.24384 0.328
H 0.35171 -1.47303 -0.33608 0.207
H 0.79833 -0.37590 1.70677 0.365
H 1.00450 1.36109 1.76170 0.384
H 2.17367 0.39702 1.55798 0.507
H -1.69940 -2.78283 0.47930 0.363
H -2.97761 2.07610 -0.09974 0.265
H 0.73237 2.29796 -0.64318 0.274
H 0.48728 1.31886 -2.02869 0.257
```

- energy (eV) = -10817.6523
- relative energy (zero: lowest compared OMol25 entry of this formula, charge and spin) (kcal/mol) = 86.5
- gap between HOMO and LUMO (eV) = 8.6
- largest force on an atom (eV/A) = 5.5
- net charge = +1
- HOMO energy (eV) = -12.8


> Which value of relative energy (zero: lowest compared OMol25 entry of this formula, charge and spin) does entry 1 give?

28.3 kcal/mol